This record from the OMol25 dataset describes a structure of composition C25H42AsCrO6P2SSb. The level of theory is ωB97M-V/def2-TZVPD.

```
79
Properties=species:S:1:pos:R:3:lowdin_charge:R:1
Cr 0.02 1.00 -0.28 0.1811
O -0.37 2.36 3.93 -0.2171
As 0.53 1.41 2.77 0.9602
O 0.67 -0.12 3.26 -0.4119
O -0.46 1.62 1.35 -0.5645
C 2.04 2.58 2.48 -0.2112
C 2.34 3.43 3.54 -0.0653
C 3.41 4.32 3.45 -0.0382
C 4.18 4.38 2.31 -0.0367
C 3.89 3.54 1.24 -0.0348
C 2.83 2.65 1.33 -0.2564
S 2.55 1.63 -0.08 0.5570
O 3.78 1.46 -0.79 -0.2273
O 1.89 0.40 0.43 -0.3970
O 1.45 2.26 -0.91 -0.4112
H -0.70 1.77 4.62 0.0675
H 1.74 3.40 4.44 0.1073
H 3.63 4.97 4.29 0.1184
H 5.01 5.06 2.24 0.1192
H 4.50 3.55 0.35 0.1227
C 1.93 -1.02 -2.51 -0.1966
P 0.33 -0.16 -2.42 0.8647
C 0.34 0.80 -3.96 -0.2197
C -0.91 -1.47 -2.58 -0.3706
C -1.32 -2.00 -3.80 -0.0628
C -2.25 -3.03 -3.82 -0.0500
C -2.75 -3.55 -2.63 -0.0494
C -2.34 -3.02 -1.41 -0.0682
C -1.43 -1.97 -1.39 -0.3728
P -0.88 -1.16 0.15 0.8719
C 0.26 -2.31 0.95 -0.1977
C -2.32 -1.12 1.25 -0.2040
H 2.00 -1.59 -3.44 0.0645
H 2.05 -1.69 -1.66 0.0467
H 2.74 -0.29 -2.47 0.0491
H 0.56 0.16 -4.81 0.0574
H 1.12 1.55 -3.87 0.0580
H -0.61 1.30 -4.12 0.0269
H -0.93 -1.62 -4.73 0.1080
H -2.58 -3.44 -4.76 0.1153
H -3.46 -4.36 -2.65 0.1158
H -2.74 -3.42 -0.49 0.1099
H -0.23 -3.27 1.13 0.0638
H 0.57 -1.86 1.90 0.0304
H 1.14 -2.46 0.34 0.0465
H -2.71 -2.12 1.42 0.0556
H -3.10 -0.49 0.84 0.0392
H -1.98 -0.71 2.20 0.0510
C -4.86 3.30 -0.05 -0.1263
C -3.47 2.86 0.38 -0.5271
C -2.80 3.91 1.27 -0.1341
Sb -2.12 2.36 -1.24 1.5996
C -3.35 1.47 -2.78 -0.5381
C -4.18 0.34 -2.18 -0.1311
C -4.20 2.45 -3.58 -0.1240
C -1.48 4.29 -1.94 -0.5342
C -2.58 5.32 -2.17 -0.1234
C -0.60 4.13 -3.18 -0.1435
H -5.46 3.52 0.84 0.0870
H -5.39 2.55 -0.63 0.0520
H -4.83 4.22 -0.65 0.0655
H -3.54 1.93 0.94 0.0729
H -2.70 4.86 0.75 0.0669
H -1.82 3.59 1.61 0.0456
H -3.42 4.08 2.15 0.0893
H -2.62 1.02 -3.46 0.0534
H -4.93 0.71 -1.48 0.0650
H -3.56 -0.39 -1.66 0.0421
H -4.72 -0.19 -2.97 0.0893
H -4.89 3.01 -2.94 0.0689
H -4.81 1.90 -4.30 0.0857
H -3.60 3.17 -4.13 0.0603
H -0.84 4.63 -1.12 0.0889
H -3.25 5.04 -2.98 0.0646
H -2.13 6.28 -2.44 0.0873
H -3.18 5.50 -1.27 0.0505
H -1.17 3.73 -4.03 0.0715
H 0.25 3.47 -2.99 0.0422
H -0.21 5.10 -3.49 0.0884
```

Summary:
**Expectation value of S²**: 0.76
**E**: -164098.1322 eV
**Net charge**: +1
**Frontier orbital gap (alpha / beta)**: 0.3049 / 0.3168 hartree
**HOMO level (alpha / beta)**: -11.68 / -11.54 eV
**Spin multiplicity**: 2
**Maximum force**: 0.088 eV/Å

***

This record from the OMol25 dataset describes a structure of composition C25H42BaCl3N4O3Si. The level of theory is ωB97M-V/def2-TZVPD.

```
79
Properties=species:S:1:pos:R:3:lowdin_charge:R:1
C 1.99 -1.28 -4.87 -0.0570
C 2.54 -0.89 -3.52 -0.2185
H 2.79 -1.40 -5.62 0.0640
H 1.33 -0.47 -5.22 0.0806
H 1.42 -2.22 -4.83 0.0800
C 3.70 -0.23 -3.37 -0.1510
C 4.52 0.30 -4.50 -0.1375
H 4.13 -0.07 -2.38 0.0899
H 3.93 0.94 -5.18 0.0724
H 4.96 -0.50 -5.11 0.0664
H 5.34 0.90 -4.09 0.0587
Ba -2.03 1.48 1.57 1.4126
Cl -2.52 -1.75 1.68 -0.0784
Cl -3.37 3.51 -0.04 -0.5684
H -6.89 -0.38 5.31 0.0770
H -6.36 -2.49 4.46 0.0789
C -6.44 0.20 4.51 -0.0408
C -6.01 -2.07 3.52 -0.0393
N -5.56 -0.70 3.76 -0.1878
H -5.87 1.05 4.90 0.0857
C -4.51 -0.19 3.15 -0.4497
O -4.12 0.98 3.23 -0.2198
H -5.16 -2.65 3.13 0.0801
H -3.97 -0.97 2.51 -0.1134
H -7.24 0.57 3.85 0.0944
H -6.82 -2.10 2.79 0.0911
H 0.32 1.88 -2.63 0.0723
H 3.33 2.86 -2.40 0.0804
C 0.35 2.89 -2.18 -0.0367
C 2.72 3.62 -1.90 -0.0455
N 1.51 3.03 -1.31 -0.1814
H -0.58 3.07 -1.61 0.0624
C 1.42 2.87 0.04 -0.3261
O 0.39 2.60 0.68 -0.1947
H 3.33 4.07 -1.10 0.0836
H 2.40 3.03 0.54 0.1276
H 0.46 3.61 -3.00 0.0819
H 2.45 4.38 -2.64 0.0845
O 0.44 -0.70 -2.54 -0.3867
C 1.63 -1.29 -2.34 -0.4758
C 2.67 0.22 -0.62 -0.0768
C 2.16 -1.03 -0.93 -0.1702
H 2.50 1.02 -1.34 0.0876
C 3.48 0.39 0.50 -0.0958
H 1.63 -2.40 -2.42 0.1235
C 2.22 -2.06 -0.02 -0.0280
H 3.98 1.35 0.69 0.0926
C 3.67 -0.69 1.37 -0.1165
C 3.01 -1.91 1.13 -0.0951
H 1.68 -2.99 -0.25 0.1166
H 4.35 -0.59 2.22 0.0879
H 3.12 -2.73 1.83 0.0900
Si -2.25 -0.65 -2.45 0.3844
Cl -1.11 0.22 -0.68 0.1698
C -3.67 0.63 -2.53 -0.2387
C -3.00 -2.22 -1.78 -0.2192
C -1.50 -0.77 -4.14 -0.2200
H -4.12 0.82 -1.54 0.0028
H -4.44 0.24 -3.21 0.0229
H -3.32 1.61 -2.91 0.0207
H -1.06 0.20 -4.41 0.0368
H -2.28 -1.03 -4.87 0.0307
H -0.73 -1.55 -4.15 0.0185
H -2.82 -2.34 -0.70 -0.0702
H -2.60 -3.09 -2.32 0.0277
H -4.09 -2.18 -1.94 0.0312
N 3.14 -1.00 5.83 0.1018
C 2.23 -0.55 4.94 -0.3421
C 2.23 0.80 4.51 -0.0321
C 1.27 1.21 3.58 -0.1545
N 0.29 0.40 3.12 -0.0436
C 0.31 -0.89 3.51 -0.1563
C 1.24 -1.41 4.41 -0.0197
H 3.80 -0.37 6.28 0.0964
H 3.12 -1.94 6.19 0.1010
H 2.97 1.50 4.89 0.1000
H 1.27 2.24 3.21 0.0997
H -0.48 -1.51 3.08 0.0156
H 1.19 -2.46 4.70 0.1049
```

Summary:
**E**: -84854.5448 eV
**Relative energy (zero: lowest compared OMol25 entry of this formula, charge and spin)**: 0.0 kJ/mol
**Net charge**: -1
**Frontier orbital gap**: 0.2206 hartree
**HOMO level**: -3.84 eV
**Maximum force**: 2.099 eV/Å

***

This record from the OMol25 dataset describes a structure of composition C25H42BrHgNOP2. The level of theory is ωB97M-V/def2-TZVPD.

```
73
Properties=species:S:1:pos:R:3:lowdin_charge:R:1
N -6.72 4.85 -3.89 0.0859
C -6.39 5.23 -2.66 -0.1093
C -5.42 4.57 -1.91 0.0002
C -4.68 3.48 -2.48 -0.1896
C -5.02 3.15 -3.82 0.0046
C -6.05 3.85 -4.46 -0.1121
C -3.60 2.87 -1.71 0.0125
Hg 0.07 -0.12 -1.10 1.1559
P 4.47 -0.70 0.77 0.9590
C -2.54 2.06 -2.00 -0.0418
C -1.51 2.02 -1.00 -0.3107
C -0.11 2.09 -1.41 -0.2336
C 0.81 2.63 -0.43 -0.1249
C 0.40 2.92 0.88 -0.7024
C -0.92 2.68 1.29 -0.0434
C -1.84 2.16 0.37 -0.0387
Br 1.67 3.41 2.12 0.9087
H -3.56 3.34 -0.70 0.1184
H -2.38 1.58 -2.99 0.1329
H -5.20 4.97 -0.91 0.1174
H -4.46 2.42 -4.39 0.1096
H -6.92 6.10 -2.26 0.1224
H -6.34 3.61 -5.48 0.1187
H 0.16 2.33 -2.45 0.1334
H -2.88 2.04 0.66 0.1265
H 1.86 2.80 -0.71 0.1151
H -1.23 2.91 2.31 0.1304
P -0.24 -2.24 0.41 0.9243
C 4.21 1.09 0.60 -0.4573
C 5.56 1.80 0.76 -0.1629
H 3.49 1.40 1.38 0.0053
H 3.76 1.30 -0.39 0.0563
H 5.38 2.84 1.04 0.0671
H 6.17 1.32 1.54 0.0669
H 6.14 1.79 -0.17 0.0782
C 3.84 -1.55 -0.71 -0.4462
C 5.03 -2.30 -1.31 -0.1729
H 3.41 -0.81 -1.41 0.0543
H 3.01 -2.21 -0.38 0.0330
H 4.85 -2.56 -2.36 0.0675
H 5.94 -1.68 -1.27 0.0629
H 5.26 -3.22 -0.76 0.0775
C 3.46 -1.18 2.19 -0.4333
C 4.43 -1.73 3.26 -0.1674
H 2.71 -1.93 1.88 0.0407
H 2.93 -0.30 2.58 0.0594
H 3.93 -2.44 3.93 0.0674
H 5.28 -2.25 2.80 0.0594
H 4.82 -0.91 3.86 0.0755
C -0.24 -3.19 1.99 -0.3671
C -1.23 -4.34 2.19 -0.0914
H -0.40 -2.45 2.79 0.0614
H 0.78 -3.58 2.09 0.0878
H -2.27 -4.01 2.31 0.0733
H -1.18 -5.10 1.41 0.0778
H -0.95 -4.83 3.13 0.1023
C 0.19 -3.57 -0.79 -0.4054
C 0.03 -3.27 -2.28 -0.1372
H -0.44 -4.42 -0.50 0.0870
H 1.24 -3.82 -0.59 0.0863
H -1.02 -3.29 -2.59 0.0827
H 0.46 -2.29 -2.49 0.0182
H 0.54 -4.05 -2.86 0.0977
C -2.07 -1.93 0.20 -0.4135
C -2.84 -1.39 1.39 -0.1292
H -2.51 -2.85 -0.21 0.1003
H -2.12 -1.17 -0.60 0.0206
H -3.59 -0.69 1.01 0.0785
H -3.39 -2.19 1.90 0.0804
H -2.23 -0.87 2.14 0.0440
O -0.82 -0.37 3.65 -0.0586
H -0.91 0.20 4.43 0.0704
H -0.07 -0.03 3.15 0.0333
```

Summary:
**E**: -122920.5836 eV
**Relative energy (zero: lowest compared OMol25 entry of this formula, charge and spin)**: 0.0 kJ/mol
**Net charge**: +2
**Frontier orbital gap**: 0.1289 hartree
**HOMO level**: -12.34 eV
**Maximum force**: 2.632 eV/Å

***

> maximum force of number 3 (C25H42BrHgNOP2)?

2.632 eV/Å

***

Please write out number 3 again, unchanged.
This record from the OMol25 dataset describes a structure of composition C25H42BrHgNOP2. The level of theory is ωB97M-V/def2-TZVPD.

```
73
Properties=species:S:1:pos:R:3:lowdin_charge:R:1
N -6.72 4.85 -3.89 0.0859
C -6.39 5.23 -2.66 -0.1093
C -5.42 4.57 -1.91 0.0002
C -4.68 3.48 -2.48 -0.1896
C -5.02 3.15 -3.82 0.0046
C -6.05 3.85 -4.46 -0.1121
C -3.60 2.87 -1.71 0.0125
Hg 0.07 -0.12 -1.10 1.1559
P 4.47 -0.70 0.77 0.9590
C -2.54 2.06 -2.00 -0.0418
C -1.51 2.02 -1.00 -0.3107
C -0.11 2.09 -1.41 -0.2336
C 0.81 2.63 -0.43 -0.1249
C 0.40 2.92 0.88 -0.7024
C -0.92 2.68 1.29 -0.0434
C -1.84 2.16 0.37 -0.0387
Br 1.67 3.41 2.12 0.9087
H -3.56 3.34 -0.70 0.1184
H -2.38 1.58 -2.99 0.1329
H -5.20 4.97 -0.91 0.1174
H -4.46 2.42 -4.39 0.1096
H -6.92 6.10 -2.26 0.1224
H -6.34 3.61 -5.48 0.1187
H 0.16 2.33 -2.45 0.1334
H -2.88 2.04 0.66 0.1265
H 1.86 2.80 -0.71 0.1151
H -1.23 2.91 2.31 0.1304
P -0.24 -2.24 0.41 0.9243
C 4.21 1.09 0.60 -0.4573
C 5.56 1.80 0.76 -0.1629
H 3.49 1.40 1.38 0.0053
H 3.76 1.30 -0.39 0.0563
H 5.38 2.84 1.04 0.0671
H 6.17 1.32 1.54 0.0669
H 6.14 1.79 -0.17 0.0782
C 3.84 -1.55 -0.71 -0.4462
C 5.03 -2.30 -1.31 -0.1729
H 3.41 -0.81 -1.41 0.0543
H 3.01 -2.21 -0.38 0.0330
H 4.85 -2.56 -2.36 0.0675
H 5.94 -1.68 -1.27 0.0629
H 5.26 -3.22 -0.76 0.0775
C 3.46 -1.18 2.19 -0.4333
C 4.43 -1.73 3.26 -0.1674
H 2.71 -1.93 1.88 0.0407
H 2.93 -0.30 2.58 0.0594
H 3.93 -2.44 3.93 0.0674
H 5.28 -2.25 2.80 0.0594
H 4.82 -0.91 3.86 0.0755
C -0.24 -3.19 1.99 -0.3671
C -1.23 -4.34 2.19 -0.0914
H -0.40 -2.45 2.79 0.0614
H 0.78 -3.58 2.09 0.0878
H -2.27 -4.01 2.31 0.0733
H -1.18 -5.10 1.41 0.0778
H -0.95 -4.83 3.13 0.1023
C 0.19 -3.57 -0.79 -0.4054
C 0.03 -3.27 -2.28 -0.1372
H -0.44 -4.42 -0.50 0.0870
H 1.24 -3.82 -0.59 0.0863
H -1.02 -3.29 -2.59 0.0827
H 0.46 -2.29 -2.49 0.0182
H 0.54 -4.05 -2.86 0.0977
C -2.07 -1.93 0.20 -0.4135
C -2.84 -1.39 1.39 -0.1292
H -2.51 -2.85 -0.21 0.1003
H -2.12 -1.17 -0.60 0.0206
H -3.59 -0.69 1.01 0.0785
H -3.39 -2.19 1.90 0.0804
H -2.23 -0.87 2.14 0.0440
O -0.82 -0.37 3.65 -0.0586
H -0.91 0.20 4.43 0.0704
H -0.07 -0.03 3.15 0.0333
```

Summary:
**E**: -122920.5836 eV
**Relative energy (zero: lowest compared OMol25 entry of this formula, charge and spin)**: 0.0 kJ/mol
**Net charge**: +2
**Frontier orbital gap**: 0.1289 hartree
**HOMO level**: -12.34 eV
**Maximum force**: 2.632 eV/Å

***

Please write out number 3 again, unchanged.
This record from the OMol25 dataset describes a structure of composition C25H42BrHgNOP2. The level of theory is ωB97M-V/def2-TZVPD.

```
73
Properties=species:S:1:pos:R:3:lowdin_charge:R:1
N -6.72 4.85 -3.89 0.0859
C -6.39 5.23 -2.66 -0.1093
C -5.42 4.57 -1.91 0.0002
C -4.68 3.48 -2.48 -0.1896
C -5.02 3.15 -3.82 0.0046
C -6.05 3.85 -4.46 -0.1121
C -3.60 2.87 -1.71 0.0125
Hg 0.07 -0.12 -1.10 1.1559
P 4.47 -0.70 0.77 0.9590
C -2.54 2.06 -2.00 -0.0418
C -1.51 2.02 -1.00 -0.3107
C -0.11 2.09 -1.41 -0.2336
C 0.81 2.63 -0.43 -0.1249
C 0.40 2.92 0.88 -0.7024
C -0.92 2.68 1.29 -0.0434
C -1.84 2.16 0.37 -0.0387
Br 1.67 3.41 2.12 0.9087
H -3.56 3.34 -0.70 0.1184
H -2.38 1.58 -2.99 0.1329
H -5.20 4.97 -0.91 0.1174
H -4.46 2.42 -4.39 0.1096
H -6.92 6.10 -2.26 0.1224
H -6.34 3.61 -5.48 0.1187
H 0.16 2.33 -2.45 0.1334
H -2.88 2.04 0.66 0.1265
H 1.86 2.80 -0.71 0.1151
H -1.23 2.91 2.31 0.1304
P -0.24 -2.24 0.41 0.9243
C 4.21 1.09 0.60 -0.4573
C 5.56 1.80 0.76 -0.1629
H 3.49 1.40 1.38 0.0053
H 3.76 1.30 -0.39 0.0563
H 5.38 2.84 1.04 0.0671
H 6.17 1.32 1.54 0.0669
H 6.14 1.79 -0.17 0.0782
C 3.84 -1.55 -0.71 -0.4462
C 5.03 -2.30 -1.31 -0.1729
H 3.41 -0.81 -1.41 0.0543
H 3.01 -2.21 -0.38 0.0330
H 4.85 -2.56 -2.36 0.0675
H 5.94 -1.68 -1.27 0.0629
H 5.26 -3.22 -0.76 0.0775
C 3.46 -1.18 2.19 -0.4333
C 4.43 -1.73 3.26 -0.1674
H 2.71 -1.93 1.88 0.0407
H 2.93 -0.30 2.58 0.0594
H 3.93 -2.44 3.93 0.0674
H 5.28 -2.25 2.80 0.0594
H 4.82 -0.91 3.86 0.0755
C -0.24 -3.19 1.99 -0.3671
C -1.23 -4.34 2.19 -0.0914
H -0.40 -2.45 2.79 0.0614
H 0.78 -3.58 2.09 0.0878
H -2.27 -4.01 2.31 0.0733
H -1.18 -5.10 1.41 0.0778
H -0.95 -4.83 3.13 0.1023
C 0.19 -3.57 -0.79 -0.4054
C 0.03 -3.27 -2.28 -0.1372
H -0.44 -4.42 -0.50 0.0870
H 1.24 -3.82 -0.59 0.0863
H -1.02 -3.29 -2.59 0.0827
H 0.46 -2.29 -2.49 0.0182
H 0.54 -4.05 -2.86 0.0977
C -2.07 -1.93 0.20 -0.4135
C -2.84 -1.39 1.39 -0.1292
H -2.51 -2.85 -0.21 0.1003
H -2.12 -1.17 -0.60 0.0206
H -3.59 -0.69 1.01 0.0785
H -3.39 -2.19 1.90 0.0804
H -2.23 -0.87 2.14 0.0440
O -0.82 -0.37 3.65 -0.0586
H -0.91 0.20 4.43 0.0704
H -0.07 -0.03 3.15 0.0333
```

Summary:
**E**: -122920.5836 eV
**Relative energy (zero: lowest compared OMol25 entry of this formula, charge and spin)**: 0.0 kJ/mol
**Net charge**: +2
**Frontier orbital gap**: 0.1289 hartree
**HOMO level**: -12.34 eV
**Maximum force**: 2.632 eV/Å

***

> What is the formula in the first record?

C25H42AsCrO6P2SSb